{
  "formula": "C30H27BrN5O6Ru",
  "method": "ωB97M-V with the def2-TZVPD basis set",
  "e_homo_ev": [-7.3, -7.5],
  "de_lowest_kcal_mol": 58.9,
  "orbital_gap_ev": [7.0, 6.2],
  "spin_multiplicity": 2,
  "energy_ha": -4553.5128,
  "lumo_energy_ev": [-0.3, -1.3],
  "elements": ["Ru", "C", "C", "O", "C", "C", "C", "N", "N", "C", "O", "C", "C", "C", "C", "C", "C", "H", "H", "H", "H", "H", "H", "H", "H", "H", "H", "H", "H", "O", "C", "C", "C", "C", "N", "C", "C", "C", "C", "C", "C", "O", "C", "C", "N", "H", "H", "H", "H", "H", "H", "H", "H", "H", "H", "H", "H", "Br", "C", "C", "N", "C", "C", "C", "C", "O", "O", "H", "H", "H"],
  "coordinates": [[-0.19587, 0.25043, -0.87903], [-0.13084, -0.12148, -5.18069], [-0.37340, 0.55227, -3.85366], [0.50131, 0.42942, -2.97179], [-1.56229, 1.33949, -3.75417], [-1.96763, 2.08992, -2.66902], [-3.08622, 3.08308, -2.80242], [-1.32972, 1.98856, -1.49099], [-1.59763, 2.88471, -0.56195], [-0.68628, 2.89688, 0.43529], [0.36617, 2.21871, 0.44138], [-0.98375, 3.81828, 1.56332], [-2.16419, 4.55568, 1.61667], [-2.43809, 5.35396, 2.71658], [-1.53342, 5.42686, 3.76701], [-0.34900, 4.70338, 3.71152], [-0.07557, 3.90244, 2.61570], [0.79002, -0.69860, -5.14127], [-0.05501, 0.62717, -5.97156], [-0.96785, -0.78039, -5.41367], [-2.16311, 1.42072, -4.64906], [-3.51836, 3.05712, -3.79981], [-2.71092, 4.08529, -2.59606], [-3.85613, 2.86781, -2.06080], [-2.85928, 4.48426, 0.79222], [-3.36230, 5.91615, 2.75418], [-1.74830, 6.04877, 4.62677], [0.35725, 4.76777, 4.53127], [0.84039, 3.32808, 2.54926], [4.05991, -3.96455, 2.59263], [3.91865, -3.97891, 1.18465], [3.15137, -2.76458, 0.75188], [3.33606, -2.22706, -0.51845], [2.57434, -1.14467, -0.90255], [1.65126, -0.60163, -0.11081], [1.46407, -1.11301, 1.11342], [2.21372, -2.17703, 1.58490], [0.36274, -0.51245, 1.89454], [0.46703, -0.28646, 3.25757], [-0.58255, 0.32045, 3.93279], [-0.44976, 0.65181, 5.39798], [0.86283, 1.03347, 5.76336], [-1.73264, 0.62761, 3.21762], [-1.76336, 0.36689, 1.86252], [-0.73581, -0.16227, 1.20748], [4.48886, -4.77704, 2.87162], [3.36082, -4.86545, 0.85716], [4.89155, -3.99371, 0.68333], [4.05943, -2.65290, -1.20218], [2.70263, -0.66809, -1.86726], [2.04032, -2.57169, 2.57627], [1.37389, -0.55163, 3.78504], [-0.66801, -0.24175, 5.98657], [-1.17882, 1.42225, 5.66937], [1.12180, 1.80217, 5.24499], [-2.57928, 1.08890, 3.70931], [-2.63924, 0.59038, 1.26608], [2.73320, -3.68158, -5.27354], [1.20734, -4.05698, -4.20793], [0.57896, -5.28991, -4.28285], [-0.47545, -5.58004, -3.53225], [-0.93788, -4.66441, -2.68623], [-0.37391, -3.40252, -2.55519], [0.72803, -3.09425, -3.34194], [-0.81235, -2.35187, -1.55396], [-0.40322, -2.52443, -0.39850], [-1.48443, -1.36390, -1.98688], [0.93004, -6.05958, -4.96032], [-1.79134, -4.95818, -2.08596], [1.18915, -2.11819, -3.26953]],
  "atomic_forces_ev_per_a": [[-0.3, 3.1, -0.4], [0.2, 0.2, 0.1], [0.0, 0.0, -0.3], [-0.2, -0.3, 1.1], [-0.2, 0.0, 0.3], [-0.1, 0.3, -0.4], [0.1, 0.0, 0.0], [-0.1, -2.3, 0.5], [0.0, 0.7, 0.3], [-0.3, 0.0, -0.6], [0.1, -1.0, -0.5], [0.0, 0.1, 0.2], [0.0, -0.1, 0.0], [0.0, 0.0, 0.0], [0.0, 0.0, 0.0], [0.0, 0.0, 0.1], [0.0, -0.1, -0.1], [0.0, 0.0, 0.0], [0.0, 0.0, 0.0], [0.0, 0.0, 0.0], [0.0, 0.0, 0.0], [0.0, 0.0, 0.0], [0.0, 0.0, 0.0], [0.0, 0.0, 0.0], [0.0, 0.0, 0.0], [0.0, 0.0, 0.0], [0.0, 0.0, 0.0], [0.0, 0.0, 0.0], [0.0, 0.0, 0.0], [0.0, 0.1, 0.0], [0.0, -0.1, 0.0], [0.0, 0.1, -0.1], [0.1, 0.0, 0.2], [0.1, 0.2, 0.0], [-0.7, -1.2, -0.1], [0.3, 0.0, -0.3], [0.0, 0.1, 0.2], [-0.3, 0.0, 0.3], [0.0, -0.2, -0.1], [0.0, 0.1, 0.0], [0.0, 0.0, 0.0], [0.0, -0.1, 0.0], [0.2, -0.1, 0.3], [-0.3, -0.2, -0.2], [0.5, 0.6, -0.9], [0.0, -0.1, 0.0], [0.0, 0.0, 0.0], [0.0, 0.0, 0.0], [0.0, 0.0, 0.0], [-0.1, -0.1, -0.1], [0.0, 0.0, 0.0], [0.0, 0.0, 0.0], [0.0, 0.0, 0.0], [0.0, 0.0, 0.0], [-0.1, 0.1, 0.0], [0.0, 0.0, -0.1], [0.1, 0.1, -0.1], [-0.1, 0.0, 0.0], [0.1, 0.1, 0.0], [0.0, 0.0, 0.0], [-0.1, -0.2, 0.0], [0.1, 0.0, 0.0], [-0.1, 0.2, -0.1], [-0.1, -0.1, 0.0], [0.1, -0.9, 0.5], [-0.2, -0.4, -0.3], [1.2, 1.0, 0.6], [0.0, 0.0, 0.0], [0.0, 0.1, 0.0], [0.0, 0.0, 0.0]]
}